*w*
Here is a cluster of 2 separate species, C10H16NP in total from OMol25. Energies are from wB97M-V/def2-TZVPD.

```
28
C10H16NP wB97M-V/def2-TZVPD
C 4.741 0.060 0.190
C 4.217 1.120 -0.466
C 3.878 -0.892 0.775
C 2.877 1.333 -0.540
C 2.516 -0.667 0.753
C 2.117 0.456 0.104
C -1.906 -1.537 0.574
C -3.844 -0.011 0.149
C -2.212 -0.802 -1.722
C -2.398 -0.382 -0.255
N -1.377 2.316 0.898
P -1.093 1.121 -0.307
H 5.814 -0.310 0.354
H 4.940 1.884 -0.866
H 4.189 -1.765 1.277
H 2.274 2.092 -1.007
H 1.913 -1.467 1.202
H -1.764 -1.212 1.546
H -2.562 -2.335 0.551
H -0.839 -1.728 0.182
H -4.013 0.141 1.163
H -4.439 -0.864 -0.244
H -4.105 0.858 -0.578
H -2.000 -1.902 -1.794
H -3.036 -0.531 -2.332
H -1.403 -0.351 -2.181
H -0.776 3.050 0.721
H -1.708 2.323 1.852
```

*x*
28
Properties=species:S:1:pos:R:3 method="wB97M-V/def2-TZVPD" smiles=CC(C)(C)NPc1ccccc1
C -1.039 0.310 -3.109
C 0.169 -0.068 -2.234
C 1.002 1.147 -1.866
C 1.059 -1.093 -3.026
N -0.237 -0.738 -0.999
P -1.338 0.332 0.138
C -0.594 0.124 1.824
C -1.221 -0.564 2.837
C -0.645 -0.751 4.118
C 0.456 -0.020 4.477
C 1.113 0.657 3.457
C 0.601 0.731 2.136
H -0.587 0.323 -4.085
H -1.881 -0.302 -2.918
H -1.406 1.366 -2.894
H 0.430 1.763 -1.144
H 1.087 1.774 -2.715
H 1.914 0.942 -1.393
H 1.757 -1.687 -2.346
H 0.313 -1.784 -3.449
H 1.659 -0.622 -3.884
H -1.019 -1.205 -1.516
H -2.336 -0.651 0.386
H -2.222 -0.850 2.684
H -1.238 -1.412 4.801
H 0.989 -0.085 5.451
H 2.032 1.085 3.856
H 1.181 1.276 1.411

Top of the stability list: *x*, leading by 72.6 kcal/mol.

*w*
97
Properties=species:S:1:pos:R:3 method="wB97M-V/def2-TZVPD" multiplicity=3 s_squared=2.04 charge=+1
C -1.637 -1.741 -2.392
C 0.684 -2.123 -2.289
C -1.743 -2.360 -3.641
C 0.586 -2.876 -3.493
C -0.616 -2.985 -4.172
H -2.708 -2.334 -4.137
H 1.504 -3.291 -3.902
H -0.696 -3.526 -5.110
N -0.508 -1.796 -1.677
P -2.655 -0.480 -0.112
P 2.300 -0.767 -0.284
C -2.720 -0.780 -1.943
H -2.530 0.177 -2.466
H -3.704 -1.116 -2.300
C 1.909 -1.536 -1.843
H 2.798 -1.967 -2.319
C 3.776 0.417 -1.014
C 3.055 -1.549 1.359
C -3.234 1.295 0.164
C -3.928 -1.770 0.504
C 3.308 1.818 -0.610
H 2.939 1.890 0.427
H 4.157 2.518 -0.709
H 2.501 2.170 -1.268
C 5.200 0.135 -0.506
H 5.338 0.141 0.578
H 5.594 -0.808 -0.918
H 5.852 0.937 -0.894
C 3.974 0.354 -2.540
H 4.675 1.164 -2.810
H 4.438 -0.594 -2.858
H 3.070 0.523 -3.131
C 3.479 -0.367 2.261
H 2.601 0.234 2.549
H 3.923 -0.772 3.183
H 4.206 0.320 1.814
C 2.045 -2.361 2.177
H 1.342 -1.723 2.717
H 1.493 -3.083 1.561
H 2.600 -2.924 2.946
C 4.183 -2.511 0.973
H 5.061 -2.029 0.534
H 4.520 -3.021 1.889
H 3.812 -3.276 0.273
C -4.428 -1.420 1.917
H -5.090 -2.237 2.248
H -3.612 -1.340 2.647
H -5.031 -0.501 1.931
C -3.233 -3.145 0.525
H -2.854 -3.427 -0.468
H -2.407 -3.189 1.246
H -3.976 -3.903 0.822
C -5.158 -1.881 -0.423
H -5.908 -2.507 0.089
H -5.625 -0.910 -0.631
H -4.919 -2.376 -1.374
C -2.399 2.261 -0.694
H -2.536 2.088 -1.769
H -2.729 3.288 -0.470
H -1.328 2.194 -0.467
C -3.024 1.677 1.641
H -1.957 1.749 1.892
H -3.474 2.670 1.802
H -3.505 0.978 2.337
C -4.709 1.437 -0.232
H -4.882 1.125 -1.271
H -5.388 0.890 0.434
H -4.972 2.504 -0.160
Pt -0.309 -0.604 0.193
C -0.751 -0.973 1.926
O -1.114 -1.220 3.012
N 0.241 0.649 -1.322
C 0.859 0.624 -2.366
C 0.901 1.470 -3.549
C 0.762 2.838 -3.272
C 0.995 1.004 -4.875
C 0.769 3.758 -4.317
H 0.594 3.144 -2.231
C 0.985 1.933 -5.917
H 1.019 -0.070 -5.059
C 0.860 3.303 -5.642
H 0.666 4.819 -4.084
H 1.047 1.595 -6.954
H 0.822 4.027 -6.461
N 0.697 2.281 2.026
C 0.606 2.040 3.172
C 0.469 1.770 4.569
C -0.772 1.345 5.063
C -0.915 1.027 6.415
C 0.176 1.163 7.279
C 1.408 1.622 6.796
C 1.559 1.925 5.438
H -1.622 1.263 4.383
H -1.883 0.672 6.782
H 0.063 0.913 8.333
H 2.256 1.742 7.472
H 2.515 2.285 5.045

*x*
97
Properties=species:S:1:pos:R:3 method="wB97M-V/def2-TZVPD" multiplicity=3 s_squared=2.02 charge=+1
C -1.504 -1.278 -2.639
C -3.022 -0.874 -0.836
C -2.523 -1.714 -3.472
C -4.089 -1.167 -1.725
C -3.843 -1.596 -3.016
H -2.253 -2.111 -4.451
H -5.101 -1.073 -1.338
H -4.643 -1.815 -3.705
N -1.752 -0.873 -1.382
P 0.841 0.123 -2.259
P -1.733 -0.513 1.629
C -0.051 -1.292 -3.069
H 0.417 -2.219 -2.709
H 0.064 -1.285 -4.162
C 1.066 0.663 0.823
O 1.851 1.277 1.430
C -3.123 -0.785 0.564
H -4.112 -1.028 0.993
C -1.921 -2.133 2.724
C -1.982 0.997 2.769
C 2.642 -0.376 -2.403
C 0.325 1.481 -3.513
C -0.521 -2.537 3.215
H -0.092 -1.762 3.866
H -0.595 -3.456 3.823
H 0.174 -2.743 2.393
C -2.835 -1.988 3.958
H -2.462 -1.273 4.702
H -3.875 -1.750 3.689
H -2.869 -2.963 4.481
C -2.571 -3.250 1.886
H -2.444 -4.225 2.384
H -3.644 -3.079 1.718
H -2.122 -3.358 0.895
C -1.050 0.894 3.994
H 0.006 0.856 3.698
H -1.195 1.795 4.611
H -1.248 0.030 4.635
C -1.600 2.285 2.030
H -0.539 2.315 1.784
H -2.158 2.422 1.097
H -1.807 3.145 2.686
C -3.445 1.137 3.191
H -3.798 0.318 3.826
H -3.540 2.069 3.772
H -4.101 1.221 2.316
C 1.362 2.610 -3.499
H 0.983 3.417 -4.146
H 1.496 3.020 -2.491
H 2.328 2.295 -3.916
C -1.032 2.034 -3.055
H -1.820 1.271 -3.086
H -0.970 2.450 -2.041
H -1.334 2.837 -3.745
C 0.158 1.000 -4.970
H 0.071 1.901 -5.601
H 1.017 0.421 -5.338
H -0.763 0.419 -5.121
C 2.884 -1.714 -1.682
H 2.357 -2.549 -2.156
H 3.959 -1.940 -1.722
H 2.591 -1.684 -0.628
C 3.495 0.704 -1.726
H 3.260 0.809 -0.663
H 4.552 0.419 -1.813
H 3.377 1.683 -2.198
C 3.043 -0.535 -3.874
H 2.436 -1.289 -4.392
H 3.042 0.411 -4.426
H 4.076 -0.907 -3.896
Pt -0.223 -0.225 -0.155
N 0.085 -2.361 -0.177
C -0.300 -3.495 -0.091
C 0.035 -4.915 -0.036
C 1.355 -5.267 0.275
C -0.906 -5.933 -0.299
C 1.781 -6.594 0.280
H 2.056 -4.450 0.464
C -0.502 -7.269 -0.305
H -1.924 -5.640 -0.539
C 0.833 -7.598 -0.030
H 2.831 -6.827 0.479
H -1.218 -8.071 -0.565
H 1.160 -8.638 -0.076
N 0.346 3.139 -0.457
C 0.842 4.043 0.110
C 1.452 5.172 0.721
C 1.555 6.369 -0.005
C 2.227 7.456 0.561
C 2.797 7.341 1.834
C 2.742 6.122 2.521
C 2.025 5.058 1.992
H 1.118 6.432 -1.004
H 2.317 8.381 -0.012
H 3.279 8.210 2.292
H 3.254 6.006 3.477
H 1.931 4.113 2.531

Top of the stability list: *x*, leading by 39.1 kcal/mol.